DFT (ωB97M-V/def2-TZVPD) results for an isolated ion of composition C3H8N3S and charge +1 at a distorted geometry.

```
15
Properties=species:S:1:pos:R:3
C -2.45424 -0.06679 -0.28953
C 0.08294 -0.54640 -0.62675
C 1.64161 1.10964 -0.03303
N -3.55047 0.21795 -0.52329
N 0.60622 -0.62172 1.53902
N 1.26614 -0.30048 0.19449
S -1.15526 -0.35983 0.84251
H -0.08407 0.12999 -1.45797
H 0.04460 -1.69266 -0.73599
H 1.58264 1.26859 -1.18309
H 0.93919 1.71509 0.47298
H 2.67801 1.34029 0.29854
H -4.54498 0.05116 -0.55236
H 0.83229 -1.34131 2.19884
H 2.11538 -0.90353 -0.14436
```

Calculated values
HOMO energy in eV: -12.84
Orbital gap in eV: 9.0940
Total charge: +1

Results of the Löwdin charge analysis, in e, for atoms 1 through 5: atom 1 (C): -0.399, atom 2 (C): -0.281, atom 3 (C): -0.018, atom 4 (N): 0.237, atom 5 (N): -0.207